{
  "formula": "C16H13FN2O2",
  "method": "wB97M-V/def2-TZVPD",
  "symbols": ["N", "C", "O", "C", "C", "C", "C", "C", "C", "N", "C", "C", "C", "O", "C", "C", "C", "C", "C", "C", "H", "H", "F", "H", "H", "H", "H", "H", "H", "H", "H", "H", "H", "H"],
  "coordinates": [[1.19483, 0.44748, 3.32076], [0.66691, -0.64123, 2.71405], [-0.52628, -0.82615, 2.61295], [1.67593, -1.64824, 2.24761], [2.57726, -2.17434, 3.16544], [3.39211, -3.24097, 2.83150], [3.29593, -3.80882, 1.57085], [2.41921, -3.28750, 0.64057], [1.61689, -2.19133, 0.95688], [0.79218, -1.65307, -0.02177], [0.44201, -0.35427, -0.12469], [-0.44464, 0.16067, -1.00057], [-0.66155, 1.59512, -1.02361], [0.02479, 2.38320, -0.38773], [-1.76635, 2.08739, -1.89860], [-2.94185, 1.36649, -2.08964], [-3.95058, 1.87163, -2.88890], [-3.76643, 3.09921, -3.50008], [-2.61448, 3.84380, -3.31872], [-1.62195, 3.33298, -2.50555], [-0.71486, 3.89069, -2.32826], [-2.51198, 4.80201, -3.80315], [-4.74490, 3.58749, -4.29132], [-4.87202, 1.33160, -3.04080], [-3.08642, 0.42169, -1.58844], [-0.98923, -0.46622, -1.68842], [0.94888, 0.33236, 0.53979], [0.45658, -2.28533, -0.73593], [2.35231, -3.72131, -0.34684], [3.91107, -4.65674, 1.31037], [4.08411, -3.64035, 3.55649], [2.61091, -1.76147, 4.16320], [2.18218, 0.63151, 3.31845], [0.56944, 1.17201, 3.63414]],
  "nbo_charge": [-0.816, 0.656, -0.594, -0.213, -0.164, -0.234, -0.179, -0.260, 0.268, -0.578, 0.138, -0.443, 0.539, -0.590, -0.152, -0.168, -0.290, 0.414, -0.287, -0.147, 0.235, 0.231, -0.324, 0.230, 0.222, 0.206, 0.222, 0.400, 0.214, 0.219, 0.219, 0.220, 0.400, 0.411],
  "multiplicity": 1,
  "orbital_gap_ev": 8.48,
  "smiles": "NC(=O)c1ccccc1N/C=C/C(=O)c1ccc(F)cc1"
}